Density functional theory data (ωB97M-V/def2-TZVPD) for a cluster of 5 separate species, C33H34BNO18P in total at a distorted geometry.

Geometry as XYZ:
```
88
Properties=species:S:1:pos:R:3:mulliken_charge:R:1
C -2.58 0.15 2.83 -0.72
C -2.46 -0.65 4.26 -0.30
B -0.96 -1.22 4.61 0.34
O -0.09 -0.38 5.51 -0.67
P -0.20 -2.87 4.00 0.16
C -0.31 -3.67 5.78 -0.04
C 0.09 -5.29 5.62 -0.28
O -0.91 -6.06 4.87 -0.58
C 0.17 -2.22 2.25 -0.03
C -0.87 -2.56 1.04 -0.38
C -0.74 -2.08 -0.54 -0.42
C 0.67 -1.21 -0.78 -0.11
C 1.60 -1.01 0.55 -0.27
N 1.41 -1.43 1.96 -0.41
H -3.11 -0.61 2.07 0.21
H -3.28 1.11 2.98 0.28
H -1.52 0.43 2.44 0.17
H -3.26 -1.51 4.37 0.23
H -2.73 0.15 5.11 0.12
H -0.43 -0.65 6.43 0.26
H -1.54 -3.31 3.67 -0.10
H 0.40 -4.15 3.58 0.02
H 1.11 -2.35 4.41 -0.25
H -1.36 -3.52 6.27 0.24
H 0.56 -3.19 6.44 -0.13
H 0.17 -5.73 6.73 0.20
H 1.19 -5.43 5.17 0.25
H -1.16 -5.63 4.01 0.38
H -1.83 -3.21 1.33 0.22
H -1.50 -2.33 -1.39 0.27
H 0.98 -0.81 -1.85 0.25
H 2.62 -0.42 0.34 0.22
C 1.71 3.16 -2.11 -0.96
C 1.30 4.40 -2.38 0.40
C 0.58 4.72 -3.65 0.59
O 0.20 5.87 -3.86 -0.64
C 0.37 3.63 -4.61 -0.39
C 0.78 2.39 -4.34 -0.22
C 1.48 2.07 -3.06 1.02
O 1.83 0.92 -2.84 -0.69
O 0.59 1.36 -5.24 -0.31
O 1.52 5.44 -1.49 -0.57
H 2.23 2.92 -1.19 0.47
H -0.14 3.88 -5.53 0.67
H 0.98 0.56 -4.82 0.28
H 1.13 6.23 -1.91 0.34
C -3.98 0.18 -6.50 -0.75
C -2.79 0.38 -5.93 0.33
C -2.67 0.89 -4.54 0.68
O -1.56 1.05 -4.04 -0.42
C -3.91 1.20 -3.81 -0.98
C -5.10 1.01 -4.38 0.38
C -5.22 0.46 -5.76 0.91
O -6.33 0.28 -6.25 -0.62
O -6.27 1.30 -3.70 -0.57
O -1.62 0.11 -6.62 -0.58
H -4.08 -0.20 -7.51 0.43
H -3.81 1.59 -2.81 0.48
H -7.00 1.07 -4.33 0.34
H -0.90 0.33 -6.00 0.37
C 1.75 4.38 -10.66 -0.94
C 0.84 4.86 -9.81 0.30
C 0.58 4.20 -8.50 1.16
O -0.25 4.67 -7.73 -0.64
C 1.36 2.99 -8.17 -0.60
C 2.27 2.51 -9.02 0.10
C 2.54 3.19 -10.32 0.75
O 3.40 2.74 -11.07 -0.62
O 3.00 1.38 -8.73 -0.56
O 0.09 5.98 -10.12 -0.58
H 1.95 4.85 -11.61 0.41
H 1.15 2.51 -7.22 0.47
H 3.59 1.24 -9.50 0.35
H -0.50 6.12 -9.34 0.35
C 2.42 -4.00 10.16 -0.90
C 2.77 -3.74 11.42 0.40
C 3.14 -2.36 11.85 0.89
O 3.45 -2.15 13.02 -0.64
C 3.13 -1.30 10.83 -0.87
C 2.78 -1.56 9.57 0.36
C 2.38 -2.93 9.15 0.80
O 2.05 -3.14 7.99 -0.53
O 2.77 -0.57 8.61 -0.58
O 2.81 -4.74 12.37 -0.58
H 2.15 -5.00 9.83 0.44
H 3.41 -0.31 11.16 0.42
H 2.48 -1.01 7.79 0.34
H 3.10 -4.30 13.20 0.34
```

Calculated values
E_LUMO = -0.780 eV
multiplicity = 1
total charge = -1
frontier orbital gap = 2.548 eV

Density functional theory data (ωB97M-V/def2-TZVPD) for a structure of composition C33H34Cl2CrGe2N2O3S2Se at a distorted geometry.

Geometry as XYZ:
```
80
Properties=species:S:1:pos:R:3:mulliken_spin:R:1
Cr 0.02 -0.97 0.43 4.50
Cl 1.11 -2.41 -1.11 0.04
C 0.12 -2.54 -2.52 0.02
C 0.42 -3.50 -3.48 -0.01
C -0.37 -3.61 -4.60 0.01
C -1.46 -2.76 -4.77 0.00
C -1.75 -1.81 -3.81 0.00
Cl -3.12 -0.79 -4.05 0.00
C -0.97 -1.67 -2.65 0.00
S -1.36 -0.49 -1.43 -0.01
H 1.27 -4.15 -3.32 0.00
H -0.14 -4.35 -5.36 0.00
H -2.09 -2.84 -5.65 0.00
C 0.29 0.08 4.84 0.00
C -0.82 -0.08 3.80 0.02
C -2.08 0.63 4.28 0.00
O -1.07 -1.45 3.53 0.01
C -0.45 0.57 2.43 0.00
O 0.47 1.41 2.40 0.04
O -1.21 0.30 1.44 0.07
H -0.10 -0.09 5.84 0.00
H 0.71 1.08 4.77 0.00
H 1.10 -0.63 4.66 0.00
H -2.41 0.22 5.24 0.00
H -2.87 0.52 3.54 0.00
H -1.87 1.70 4.41 0.00
H -1.50 -1.85 4.29 0.00
Se 2.08 -1.09 1.80 0.11
C 3.35 -2.06 0.94 -0.01
N 4.20 -2.66 0.41 0.02
S -0.97 -5.16 2.19 0.01
C -0.15 -3.80 1.48 0.04
N -0.91 -2.89 0.96 -0.07
C -2.24 -3.26 1.01 0.02
C -3.33 -2.54 0.52 -0.02
C -4.59 -3.09 0.62 0.00
C -4.81 -4.35 1.20 0.00
C -3.74 -5.06 1.72 0.00
C -2.48 -4.50 1.63 0.00
H 0.91 -3.68 1.65 -0.01
H -3.19 -1.57 0.08 0.00
H -5.44 -2.54 0.23 0.00
H -5.80 -4.76 1.24 0.00
H -3.89 -6.02 2.18 0.00
C -1.50 3.52 1.47 0.01
Ge -0.76 3.02 -0.29 0.07
C 0.06 4.68 -1.06 0.02
C -2.35 2.68 -1.42 0.01
Ge 1.04 1.28 -0.28 -0.02
C 1.67 0.93 -2.17 0.06
C 2.64 -0.02 -2.48 -0.01
C 3.04 -0.23 -3.79 -0.01
C 2.48 0.51 -4.82 0.01
C 1.51 1.46 -4.52 0.01
C 1.11 1.66 -3.21 0.07
C 2.65 2.19 0.46 -0.01
C 2.51 3.34 1.23 -0.02
C 3.60 3.97 1.79 0.00
C 4.88 3.45 1.61 0.01
C 5.04 2.30 0.86 0.00
C 3.94 1.68 0.28 0.01
H -1.95 4.51 1.41 0.00
H -0.74 3.52 2.25 0.00
H -2.27 2.80 1.75 0.00
H -0.44 5.56 -0.64 0.00
H -0.08 4.70 -2.14 0.00
H 1.12 4.74 -0.84 0.00
H -2.91 3.61 -1.53 0.00
H -2.99 1.94 -0.95 0.00
H -2.08 2.31 -2.41 0.00
H 3.10 -0.61 -1.69 0.01
H 3.79 -0.98 -4.01 0.00
H 2.80 0.36 -5.84 0.00
H 1.06 2.05 -5.32 0.00
H 0.35 2.40 -2.98 0.00
H 1.51 3.72 1.43 -0.01
H 3.47 4.87 2.38 0.00
H 5.73 3.93 2.06 0.00
H 6.03 1.86 0.74 0.00
H 4.09 0.78 -0.31 0.01
```

Calculated values
E_LUMO (spin up / spin down) = 2.132 / 1.191 eV
multiplicity = 6
total charge = -1
frontier orbital gap (spin up / spin down) = 5.587 / 6.180 eV
energy relative to the best compared isomer or geometry (same formula, charge and spin) = 21.45 kcal/mol

Density functional theory data (ωB97M-V/def2-TZVPD) for a structure of composition C33H34CrN2O3P at a distorted geometry.

Geometry as XYZ:
```
74
Properties=species:S:1:pos:R:3:mulliken_spin:R:1
Cr -0.45 -0.44 -1.27 3.34
C 0.07 -1.35 -4.31 0.06
C 1.51 -0.94 -3.99 0.02
C 1.66 0.58 -4.09 0.01
C 2.01 -1.55 -2.68 -0.04
C 3.49 -1.34 -2.43 -0.01
O 3.61 -1.49 -1.01 0.03
C 2.36 -1.22 -0.47 0.36
N 1.43 -1.07 -1.42 0.05
C 2.34 -1.21 0.94 0.07
C 3.62 -1.28 1.60 0.10
C 3.76 -1.38 2.95 -0.05
C 2.63 -1.42 3.79 0.23
C 1.39 -1.32 3.21 -0.15
C 1.18 -1.20 1.83 0.22
P -0.54 -0.98 1.29 -0.02
C -1.44 -2.42 1.97 0.05
C -2.82 -2.34 2.14 0.01
C -3.55 -3.46 2.53 -0.01
C -2.91 -4.67 2.74 0.01
C -1.54 -4.76 2.56 -0.01
C -0.81 -3.64 2.18 0.01
C -1.13 0.40 2.36 -0.04
C -1.69 0.24 3.63 0.02
C -2.07 1.34 4.38 0.00
C -1.91 2.63 3.87 0.01
C -1.37 2.80 2.60 -0.02
C -1.00 1.69 1.85 0.02
H -0.17 -1.10 -5.35 0.00
H -0.64 -0.81 -3.68 -0.02
H -0.09 -2.42 -4.15 0.00
H 2.16 -1.40 -4.75 0.00
H 1.06 1.08 -3.33 0.01
H 1.32 0.92 -5.07 0.00
H 2.70 0.91 -3.98 0.00
H 1.82 -2.64 -2.75 0.01
H 3.80 -0.33 -2.71 0.00
H 4.12 -2.08 -2.91 -0.01
H 4.50 -1.25 0.98 0.03
H 4.76 -1.42 3.37 0.00
H 2.73 -1.51 4.87 0.02
H 0.52 -1.32 3.85 0.01
H -3.33 -1.40 1.96 0.00
H -4.62 -3.38 2.66 0.00
H -3.47 -5.54 3.04 0.00
H -1.03 -5.70 2.72 0.00
H 0.27 -3.71 2.04 -0.01
H -1.83 -0.75 4.04 0.00
H -2.50 1.20 5.37 0.00
H -2.21 3.49 4.46 0.00
H -1.25 3.79 2.18 0.00
H -0.60 1.83 0.85 0.02
O -1.17 -2.55 -1.42 -0.01
C -2.33 -2.10 -1.33 0.01
O -2.56 -0.85 -1.34 -0.02
H -3.18 -2.79 -1.21 0.00
C -2.70 2.59 -2.34 0.00
C -1.50 3.36 -1.87 0.04
C -1.48 4.74 -1.80 -0.03
C -0.37 5.44 -1.33 0.08
C 0.74 4.71 -0.92 -0.04
C 0.77 3.32 -0.98 0.01
C 1.96 2.52 -0.51 0.01
C -0.36 2.62 -1.46 0.03
N -0.35 1.28 -1.48 -0.46
H -3.52 3.26 -2.60 0.00
H -3.05 1.89 -1.57 0.00
H -2.46 1.97 -3.21 0.00
H -2.37 5.29 -2.11 0.00
H -0.37 6.52 -1.28 0.01
H 1.62 5.23 -0.55 0.00
H 2.83 3.17 -0.36 0.00
H 2.22 1.74 -1.23 0.00
H 1.75 2.01 0.44 0.01
```

Calculated values
E_LUMO (spin up / spin down) = 2.780 / 2.771 eV
multiplicity = 5
total charge = -1
frontier orbital gap (spin up / spin down) = 5.083 / 6.985 eV
energy relative to the best compared isomer or geometry (same formula, charge and spin) = 3.98 kcal/mol

Density functional theory data (ωB97M-V/def2-TZVPD) for a cluster of 5 separate species, C33H35BClF33N3O7 in total at a distorted geometry.

Geometry as XYZ:
```
113
Properties=species:S:1:pos:R:3:mulliken_charge:R:1
C -3.03 8.57 3.65 -0.79
B -4.28 8.52 2.59 0.29
O -5.23 9.69 2.62 -0.46
C -4.59 7.36 1.47 0.12
C -6.17 6.89 1.18 0.06
Cl -7.65 7.55 2.07 -0.04
C -6.30 5.74 -0.03 0.30
F -7.69 5.30 -0.37 -0.23
N -5.15 5.13 -0.76 -0.72
N -3.90 5.57 -0.45 0.86
C -2.77 4.93 -1.29 -0.94
C -2.27 3.48 -0.70 0.43
C -2.30 2.26 -1.84 -0.56
O -2.50 1.01 -1.06 -0.36
C -1.22 0.46 -0.59 0.56
C -1.16 -1.18 -0.25 -0.20
O -0.09 1.13 -0.38 -0.57
C -3.42 6.58 0.56 0.25
N -1.99 6.97 0.86 -0.48
C -1.46 5.96 1.68 0.76
C -2.37 4.99 2.66 -0.94
C 0.18 5.63 1.68 -0.92
H -2.39 7.60 3.73 0.21
H -2.33 9.46 3.33 0.31
H -3.41 8.83 4.76 0.29
H -4.84 10.47 2.13 0.33
H -3.24 4.75 -2.36 0.48
H -1.87 5.70 -1.47 0.33
H -2.89 3.07 0.21 0.06
H -1.11 3.61 -0.44 -0.08
H -1.32 2.23 -2.48 0.28
H -3.28 2.41 -2.47 0.43
H -0.68 -1.39 0.81 0.33
H -2.27 -1.58 -0.19 0.01
H -0.58 -1.69 -1.13 -0.02
H -1.65 4.36 3.33 0.44
H -3.04 4.21 2.06 0.09
H -3.11 5.57 3.36 0.27
H 0.41 5.03 2.67 0.32
H 0.45 4.95 0.74 0.22
H 0.76 6.64 1.71 0.34
C 2.72 -1.38 -2.33 -0.58
C 2.90 -1.70 -0.84 0.81
C 3.83 -0.77 -0.09 0.06
F 5.09 -0.79 -0.58 -0.20
F 3.93 -1.14 1.22 -0.28
F 3.29 -3.00 -0.71 -0.28
F 1.66 -1.63 -0.26 -0.19
O 3.53 -2.13 -3.24 -0.43
C 4.85 -1.63 -3.45 0.75
C 5.93 -2.60 -2.97 0.22
F 5.80 -2.88 -1.65 -0.22
F 7.17 -2.07 -3.14 -0.25
F 4.95 -0.40 -2.89 -0.27
F 4.96 -1.44 -4.79 -0.30
H 1.69 -1.65 -2.59 0.31
H 2.77 -0.30 -2.54 0.35
H 3.47 0.26 -0.11 0.24
H 5.88 -3.55 -3.52 0.25
C -4.75 -4.92 -2.45 -0.88
C -3.59 -4.05 -1.94 1.01
C -2.64 -3.55 -3.02 0.01
F -2.03 -4.56 -3.68 -0.22
F -1.65 -2.80 -2.47 -0.23
F -2.92 -4.73 -0.97 -0.29
F -4.14 -2.97 -1.31 -0.30
O -4.57 -6.34 -2.35 -0.40
C -3.86 -6.93 -3.43 0.74
C -2.53 -7.56 -2.99 0.19
F -1.71 -6.64 -2.42 -0.19
F -1.85 -8.07 -4.06 -0.26
F -3.71 -6.02 -4.43 -0.27
F -4.68 -7.90 -3.93 -0.29
H -5.61 -4.71 -1.79 0.48
H -5.10 -4.61 -3.44 0.36
H -3.17 -2.92 -3.75 0.24
H -2.69 -8.36 -2.27 0.24
C 10.02 -2.09 -0.89 -0.58
C 10.41 -2.94 0.32 0.88
C 10.68 -2.15 1.60 0.10
F 11.71 -1.29 1.46 -0.21
F 11.03 -2.99 2.62 -0.28
F 11.47 -3.73 -0.01 -0.29
F 9.37 -3.80 0.57 -0.32
O 11.07 -1.78 -1.81 -0.41
C 11.87 -0.65 -1.47 0.76
C 13.33 -1.01 -1.19 0.21
F 13.44 -1.91 -0.17 -0.21
F 14.05 0.08 -0.82 -0.26
F 11.29 0.02 -0.44 -0.27
F 11.80 0.19 -2.54 -0.29
H 9.32 -2.70 -1.48 0.30
H 9.45 -1.20 -0.62 0.35
H 9.80 -1.60 1.92 0.27
H 13.81 -1.45 -2.07 0.23
C -7.21 -1.68 3.63 -0.62
C -6.04 -0.81 4.14 0.83
C -5.10 -0.31 3.05 0.14
F -4.49 -1.31 2.39 -0.22
F -4.10 0.44 3.60 -0.29
F -5.37 -1.49 5.11 -0.27
F -6.60 0.28 4.76 -0.34
O -7.03 -3.09 3.72 -0.40
C -6.31 -3.69 2.64 0.71
C -4.98 -4.32 3.08 0.20
F -4.16 -3.40 3.65 -0.20
F -4.31 -4.83 2.02 -0.17
F -6.16 -2.78 1.65 -0.24
F -7.13 -4.65 2.14 -0.31
H -8.06 -1.47 4.29 0.43
H -7.55 -1.37 2.63 0.31
H -5.62 0.32 2.33 0.23
H -5.15 -5.12 3.80 0.21
```

Calculated values
E_LUMO = -5.420 eV
multiplicity = 1
total charge = +1
frontier orbital gap = 7.116 eV

Density functional theory data (ωB97M-V/def2-TZVPD) for a structure of composition C33H35BaN5O8SSe2.

Geometry as XYZ:
```
85
Properties=species:S:1:pos:R:3:mulliken_charge:R:1
Ba 0.08 -0.84 -0.22 1.51
O -4.89 3.10 0.34 -0.56
C -3.67 2.52 0.50 1.06
C -3.45 1.56 1.48 -0.50
C -2.19 1.00 1.57 0.06
N -1.18 1.36 0.76 -0.53
C -1.43 2.26 -0.20 0.66
C -2.65 2.89 -0.36 -0.72
C -0.28 2.50 -1.19 0.21
O 0.00 3.67 -1.46 -0.65
O 0.27 1.44 -1.64 -0.78
C -1.93 -0.16 2.54 0.02
O -2.60 -0.20 3.57 -0.73
O -1.07 -1.02 2.14 -0.70
H -5.51 2.70 0.96 0.29
H -4.22 1.22 2.16 0.36
H -2.80 3.62 -1.14 0.53
N 1.44 -3.49 0.42 -0.42
C 2.83 -3.75 0.32 0.99
C 3.35 -4.40 -0.79 -0.47
C 4.70 -4.68 -0.87 -0.75
C 5.56 -4.32 0.16 -0.28
C 5.05 -3.65 1.26 -0.50
C 3.69 -3.36 1.34 -0.55
S 7.30 -4.75 0.07 1.32
O 7.30 -6.19 -0.19 -0.72
O 7.84 -4.37 1.36 -0.74
O 7.82 -3.97 -1.05 -0.69
H 0.86 -4.06 -0.18 0.15
H 1.11 -3.54 1.37 0.22
H 2.68 -4.70 -1.59 0.34
H 5.11 -5.21 -1.72 0.37
H 5.73 -3.37 2.06 0.49
H 3.29 -2.84 2.21 0.34
C 5.95 3.07 0.18 -0.67
C 5.09 3.17 1.44 -0.44
C 3.78 3.93 1.25 -0.70
C 2.64 3.12 0.63 -1.42
N 2.91 2.68 -0.73 2.20
C 3.17 1.41 -1.12 -1.56
Se 3.46 -0.06 -0.02 -0.05
N 3.28 1.42 -2.47 1.16
C 3.39 0.24 -3.32 -0.96
C 4.75 0.15 -4.01 -0.84
C 5.88 -0.24 -3.06 0.11
C 5.79 -1.69 -2.62 -0.80
C 3.07 2.70 -2.94 0.75
C 3.02 3.20 -4.23 -1.12
C 2.76 4.56 -4.37 -0.81
C 2.54 5.37 -3.25 -0.93
C 2.57 4.86 -1.96 -0.87
C 2.84 3.50 -1.84 0.24
H 6.91 2.60 0.40 0.39
H 6.14 4.06 -0.24 0.31
H 5.48 2.46 -0.60 -0.15
H 5.68 3.67 2.21 0.38
H 4.88 2.16 1.80 0.18
H 3.96 4.83 0.66 0.28
H 3.41 4.26 2.23 0.48
H 1.72 3.70 0.60 0.36
H 2.46 2.22 1.22 0.61
H 2.58 0.30 -4.05 0.42
H 3.22 -0.63 -2.69 0.29
H 4.97 1.11 -4.49 0.42
H 4.67 -0.59 -4.81 0.48
H 5.86 0.41 -2.18 -0.17
H 6.84 -0.06 -3.56 0.42
H 4.86 -1.88 -2.08 -0.10
H 6.61 -1.98 -1.95 0.36
H 5.82 -2.36 -3.49 0.33
H 3.17 2.58 -5.10 0.44
H 2.72 4.99 -5.36 0.38
H 2.33 6.42 -3.39 0.39
H 2.35 5.47 -1.11 0.46
Se -1.68 -3.11 -1.92 -0.65
C -3.37 -3.05 -1.04 0.02
C -3.54 -2.66 0.29 -0.21
C -4.81 -2.62 0.84 -0.48
N -5.93 -2.94 0.19 -0.64
C -5.76 -3.32 -1.08 -0.30
C -4.54 -3.40 -1.72 -0.31
H -2.69 -2.40 0.91 0.59
H -4.93 -2.31 1.88 0.46
H -6.67 -3.59 -1.61 0.32
H -4.48 -3.71 -2.76 0.33
```

Calculated values
E_LUMO = 3.708 eV
multiplicity = 1
total charge = -2
frontier orbital gap = 6.910 eV
energy relative to the best compared isomer or geometry (same formula, charge and spin) = 17.74 kcal/mol

How do the records compare in calculated total energy? In the order shown, they have -3052.7530, -10929.7605, -2999.0401, -5749.3464, -7381.1342 a.u..